(1)
{"formula": "C8H20NO3P2S", "method": "wB97M-V/def2-TZVPD", "e_homo_ev": -12.9, "total_charge": 1, "orbital_gap_ha": 0.3353, "e_tot_ev": -45658.247, "lumo_ev": -3.762, "max_force_ev_per_a": 0.5, "symbols": ["C", "C", "P", "C", "S", "C", "P", "N", "H", "H", "H", "H", "H", "H", "H", "H", "H", "H", "H", "H", "H", "H", "C", "C", "C", "O", "C", "O", "O", "H", "H", "H", "H", "H", "H"], "positions_angstrom": [[2.355557, 0.684290, 1.499433], [0.885411, 0.508399, 1.905009], [-0.163594, 1.526725, 0.798624], [0.223945, 3.242826, 1.285810], [-2.116441, 1.358854, 1.766685], [-1.960094, 0.973955, 3.530465], [-2.833589, -0.453798, 0.702843], [-3.268154, -0.118806, -0.726624], [2.490746, 0.623900, 0.417906], [2.950878, -0.112134, 1.942574], [2.761417, 1.629203, 1.855137], [0.578790, -0.529421, 1.753667], [0.753290, 0.742870, 2.961264], [-0.197899, 3.555818, 2.239314], [1.309741, 3.323689, 1.348100], [-0.132051, 3.911644, 0.504799], [-1.818041, -0.091962, 3.690940], [-2.876296, 1.312896, 4.006508], [-1.113663, 1.532927, 3.921346], [-1.679127, -1.231858, 0.839607], [-3.715900, -0.914632, 1.693463], [-4.266521, -0.212824, -0.892020], [-0.660396, -1.011789, -2.689514], [0.641759, -1.715004, -2.418884], [1.903833, -0.984999, -2.843882], [2.803139, -2.059675, -3.106583], [2.067781, -3.155512, -3.440207], [2.508371, -4.162282, -3.877794], [0.752395, -2.919342, -3.187871], [-1.503061, -1.684888, -2.541566], [-0.776126, -0.164498, -2.013315], [-0.697906, -0.646368, -3.716287], [0.717354, -2.003783, -1.361891], [2.330802, -0.336262, -2.082325], [1.743648, -0.418163, -3.764729]], "forces_ev_per_angstrom": [[0.0, -0.1, 0.0], [-0.1, 0.0, 0.1], [0.2, -0.1, -0.2], [-0.1, 0.1, 0.0], [-0.2, 0.3, 0.0], [0.0, -0.1, 0.0], [-0.1, -0.1, -0.1], [-0.1, -0.4, 0.2], [0.0, 0.0, 0.0], [0.0, 0.0, 0.0], [0.0, 0.0, -0.1], [0.0, 0.0, 0.0], [0.0, 0.0, 0.0], [0.0, 0.0, 0.1], [0.0, 0.0, -0.1], [0.0, 0.0, 0.0], [0.1, 0.0, 0.0], [0.0, 0.0, 0.0], [0.0, 0.0, 0.0], [0.1, 0.1, 0.0], [0.0, 0.0, 0.1], [0.1, 0.4, -0.2], [0.0, 0.0, -0.2], [0.1, 0.0, 0.1], [0.0, 0.0, 0.0], [0.0, 0.0, 0.0], [0.0, 0.0, 0.0], [0.0, 0.1, 0.0], [0.0, 0.0, 0.0], [0.0, 0.0, 0.1], [0.0, 0.0, 0.0], [0.0, 0.0, 0.0], [0.0, 0.0, 0.0], [0.0, 0.0, 0.0], [0.0, 0.0, 0.0]]}

(2)
{"formula": "C8H20NO6P", "method": "wB97M-V/def2-TZVPD", "e_homo_ev": -9.2, "total_charge": 0, "orbital_gap_ha": 0.3597, "e_tot_ev": -31686.591, "lumo_ev": 0.634, "max_force_ev_per_a": 1.2, "symbols": ["C", "C", "O", "C", "O", "P", "O", "O", "O", "C", "C", "N", "H", "H", "H", "H", "H", "H", "H", "H", "H", "H", "H", "H", "H", "H", "C", "C", "C", "O", "H", "H", "H", "H", "H", "H"], "positions_angstrom": [[4.127563, -2.418634, 0.264465], [3.815623, -0.930106, 0.229632], [2.424818, -0.739973, 0.515545], [1.794337, 0.197819, -0.301257], [0.688307, 0.763381, 0.373072], [-0.680538, -0.042469, 0.475517], [-1.710828, 0.736426, 1.164085], [-1.026821, -0.323223, -1.056333], [-0.314299, -1.408328, 1.179045], [-0.822709, -2.675532, 0.708416], [0.292950, -3.562556, 0.220739], [0.880779, -3.114618, -1.045184], [3.383119, -2.886814, 0.908454], [5.094819, -2.618665, 0.715975], [4.056194, -2.889440, -0.712388], [4.376723, -0.428979, 1.017980], [4.062475, -0.490853, -0.735471], [2.470649, 1.022486, -0.527284], [1.463683, -0.239968, -1.249047], [-1.984939, -0.283257, -1.131872], [-1.618377, -2.554741, -0.021212], [-1.255174, -3.161041, 1.582767], [-0.137107, -4.553040, 0.072281], [1.031686, -3.637365, 1.023549], [1.427133, -3.880313, -1.422128], [1.574531, -2.407260, -0.826139], [-2.218816, 3.657546, 0.096007], [-3.125372, 4.647694, -0.587532], [-4.574334, 4.646467, -0.154785], [-2.727061, 5.406303, -1.441322], [-1.209581, 3.757003, -0.297461], [-2.203724, 3.838654, 1.171011], [-2.568575, 2.641410, -0.069279], [-4.645997, 4.868773, 0.910869], [-5.017202, 3.665518, -0.333674], [-5.123937, 5.397696, -0.717040]], "forces_ev_per_angstrom": [[-0.4, 0.0, 0.2], [-0.1, -0.2, 0.3], [-0.1, -0.2, -0.2], [0.2, 0.4, -0.2], [0.1, -0.5, 0.1], [-0.1, 0.9, 0.7], [0.0, -0.2, -0.1], [0.1, -0.4, 0.2], [0.0, -0.1, -0.9], [0.0, -0.3, 0.7], [0.1, 0.1, -0.3], [0.2, -0.1, 0.2], [0.0, -0.1, 0.1], [0.2, 0.0, -0.2], [0.1, 0.0, -0.1], [0.1, 0.2, -0.1], [0.1, 0.1, -0.1], [0.0, 0.2, 0.1], [-0.1, -0.1, 0.0], [-0.2, 0.1, -0.3], [0.1, 0.1, -0.2], [-0.1, 0.1, 0.1], [0.0, -0.1, 0.0], [0.0, -0.1, 0.1], [-0.1, -0.1, -0.2], [-0.1, 0.1, 0.0], [0.1, 0.3, -0.2], [0.0, 0.0, 0.0], [0.0, 0.1, -0.1], [0.0, 0.0, 0.0], [0.0, 0.0, 0.0], [-0.1, -0.1, 0.0], [-0.1, -0.1, 0.2], [0.0, -0.1, 0.0], [0.0, 0.0, 0.1], [0.0, 0.0, 0.0]]}

(3)
{"formula": "C8H20O8PS2", "method": "wB97M-V/def2-TZVPD", "e_homo_ev": -5.5, "total_charge": -1, "orbital_gap_ha": 0.2949, "e_tot_ev": -55958.287, "lumo_ev": 2.559, "max_force_ev_per_a": 8.6, "symbols": ["C", "C", "C", "O", "P", "O", "O", "O", "C", "O", "O", "H", "H", "H", "H", "H", "H", "H", "H", "C", "S", "O", "C", "H", "H", "H", "H", "H", "H", "C", "S", "O", "C", "H", "H", "H", "H", "H", "H"], "positions_angstrom": [[-2.758971, -4.188745, 1.677480], [-2.370157, -3.458000, 0.246371], [-2.152982, -1.815006, 0.409400], [-0.903492, -1.536004, 1.133864], [-0.009171, -0.214161, 0.424801], [1.334694, -0.079868, 1.305886], [0.574829, -0.563812, -1.214160], [-0.795863, 1.336555, 0.517634], [-1.901495, 1.466077, -0.443807], [-3.078151, 1.940741, 0.046904], [-1.873919, 1.112786, -1.871554], [-1.844073, -4.160978, 2.429091], [-3.155745, -5.286875, 1.549672], [-3.632328, -3.558677, 2.192240], [-3.324546, -3.574533, -0.456438], [-1.417219, -3.921750, -0.276782], [-2.245370, -1.303910, -0.639872], [-3.036255, -1.451638, 1.125912], [0.217502, -1.444113, -1.531681], [-0.517052, 3.643460, -5.615271], [-2.016093, 4.589456, -5.253483], [-1.713247, 6.033727, -5.521281], [-1.961709, 4.345782, -3.461278], [-0.329056, 3.689287, -6.690505], [0.334036, 4.072030, -5.080516], [-0.661549, 2.602260, -5.318496], [-1.021605, 4.730891, -3.059881], [-2.059092, 3.281620, -3.234718], [-2.796792, 4.888304, -3.011838], [3.178463, -1.019278, 3.709143], [4.668894, -2.000998, 3.412888], [4.624639, -3.178696, 4.340474], [5.825568, -0.799351, 4.114660], [2.311689, -1.596244, 3.378409], [3.081248, -0.798983, 4.774978], [3.233044, -0.090451, 3.136995], [5.564755, -0.592815, 5.155114], [5.793829, 0.122367, 3.529268], [6.832741, -1.220457, 4.070376]], "forces_ev_per_angstrom": [[0.1, 0.8, 0.3], [-0.6, 0.5, 0.0], [-2.3, -1.5, 0.5], [0.5, 2.9, -3.3], [5.9, 0.7, 2.7], [-5.3, -0.5, -3.1], [-2.5, -0.8, 3.0], [-0.3, -4.0, -2.5], [-7.4, 1.2, -4.2], [6.9, -2.3, -1.5], [1.5, 1.2, 7.5], [-1.9, -0.2, -1.6], [1.0, 2.2, 0.1], [1.9, -1.4, -1.2], [2.2, 0.2, 1.3], [-2.0, 0.8, 1.1], [0.3, -0.7, 2.0], [1.9, -0.5, -1.8], [0.3, 1.5, 0.5], [0.1, 0.0, -0.1], [0.2, 0.2, 0.4], [0.0, -0.4, 0.0], [0.0, 0.0, -0.1], [-0.1, 0.1, 0.1], [-0.1, 0.0, 0.0], [-0.1, 0.1, 0.1], [0.0, 0.0, -0.1], [0.0, -0.1, 0.1], [0.1, -0.1, -0.2], [0.0, 0.0, 0.1], [-0.3, -0.1, 0.3], [0.1, 0.5, -0.2], [0.1, 0.0, 0.1], [0.2, 0.1, -0.1], [0.2, -0.1, 0.0], [-0.1, -0.2, -0.1], [-0.1, -0.1, -0.1], [-0.1, -0.1, 0.0], [-0.2, 0.0, 0.0]]}

(4)
{"formula": "C8H21ClDyIOP2", "method": "wB97M-V/def2-TZVPD", "e_homo_ev": [-15.5, -15.5], "total_charge": 2, "orbital_gap_ha": [0.2597, 0.2261], "multiplicity": 6, "e_tot_ev": -73952.852, "lumo_ev": [-8.480, -9.396], "max_force_ev_per_a": 2.6, "symbols": ["C", "I", "H", "H", "H", "Dy", "P", "C", "C", "H", "H", "H", "H", "H", "H", "C", "H", "H", "H", "P", "C", "C", "H", "H", "H", "C", "H", "H", "H", "H", "H", "H", "Cl", "O", "C"], "positions_angstrom": [[2.224000, 0.556291, -0.191799], [1.664584, 0.546681, 2.681877], [1.129027, 0.341313, -0.069307], [2.667964, -0.371568, -0.582475], [2.265569, 1.317642, -0.977502], [-2.171781, -0.495311, -0.351704], [-0.032857, -2.368330, -0.104618], [1.430058, -2.594988, 0.979114], [-1.128894, -3.542218, 0.797017], [-0.730419, -4.556382, 0.662345], [0.668556, -4.502640, -1.015342], [-2.156087, -3.507703, 0.406557], [0.064241, -3.448671, -2.320691], [1.205679, -2.288412, 2.003700], [-1.112872, -3.310908, 1.870513], [0.652857, -3.473369, -1.400434], [1.727038, -3.652907, 0.976475], [1.691355, -3.186214, -1.615750], [2.275601, -2.011260, 0.610055], [-1.105080, 2.051672, -0.326808], [0.023710, 3.020098, 0.730627], [-1.025517, 3.228346, -1.727506], [-3.549888, 1.976772, 0.132028], [-2.843658, 3.626799, 0.239756], [-2.584235, 2.498416, 1.587017], [-2.683699, 2.567155, 0.492315], [-1.495534, 2.822410, -2.629198], [-1.536964, 4.158814, -1.440636], [-0.222319, 4.088337, 0.638839], [1.058902, 2.873011, 0.408916], [0.028777, 3.466383, -1.926701], [-0.070546, 2.718172, 1.779174], [-3.428078, -0.999148, -2.355392], [4.099338, 1.460654, 1.036523], [3.001176, 0.991063, 1.003015]], "forces_ev_per_angstrom": [[-0.8, -0.3, -1.7], [0.4, 0.2, 1.1], [1.3, 0.3, 0.5], [0.1, 0.4, -0.1], [0.5, -0.1, 0.0], [-0.1, -0.4, -0.5], [1.2, -2.0, 0.6], [0.2, 0.7, 0.6], [-0.4, 0.3, 0.0], [-0.3, 0.2, 0.0], [-0.1, 0.4, 0.0], [0.0, -0.3, 0.2], [0.2, -0.1, 0.0], [0.2, -0.1, -0.2], [-0.2, 0.0, -0.2], [-0.3, 0.2, -1.0], [-0.3, 0.2, -0.2], [-0.4, 0.1, 0.0], [-0.1, -0.1, 0.2], [0.1, 2.4, 0.2], [0.4, -0.4, 0.7], [-0.2, -0.4, -0.8], [0.0, 0.4, 0.2], [-0.2, -0.4, 0.1], [-0.2, -0.2, -0.3], [-0.1, -0.4, 0.0], [0.2, 0.2, 0.0], [0.2, -0.4, 0.0], [-0.1, -0.4, -0.1], [-0.2, 0.1, 0.1], [-0.3, -0.2, -0.1], [0.1, 0.1, -0.3], [0.6, 0.2, 0.8], [-2.4, -1.0, 0.3], [1.2, 0.6, 0.0]]}

(5)
{"formula": "C8H21ClIOP2Ru", "method": "wB97M-V/def2-TZVPD", "e_homo_ev": [-13.7, -16.1], "total_charge": 2, "orbital_gap_ha": [0.2363, 0.1940], "multiplicity": 6, "e_tot_ev": -52447.203, "lumo_ev": [-7.222, -10.870], "max_force_ev_per_a": 11.2, "symbols": ["C", "I", "H", "H", "H", "Ru", "P", "C", "C", "H", "H", "H", "H", "H", "H", "C", "H", "H", "H", "P", "C", "C", "H", "H", "H", "C", "H", "H", "H", "H", "H", "H", "Cl", "O", "C"], "positions_angstrom": [[0.504912, 4.792262, -0.815025], [0.287943, 2.680373, -0.172219], [0.511384, 4.811475, -1.903001], [1.436424, 5.174495, -0.397910], [-0.355287, 5.317191, -0.408424], [-0.055875, -0.288219, 0.047359], [2.137694, -0.729189, -0.077626], [3.160829, -0.173564, 1.296401], [2.682320, -2.431772, -0.405622], [3.758716, -2.404674, -0.645682], [3.662474, 0.128172, -1.647192], [2.085081, -2.832329, -1.240413], [1.972837, -0.041450, -2.336688], [2.916207, -0.767419, 2.188127], [2.499840, -3.051763, 0.488973], [2.587406, 0.267945, -1.481217], [4.222976, -0.287942, 1.032488], [2.363990, 1.321101, -1.248128], [2.930848, 0.878660, 1.505473], [-2.261687, -0.478411, 0.405646], [-2.918967, 0.147821, 1.959003], [-2.907532, 0.563280, -0.884811], [-2.690596, -2.572540, -0.717210], [-4.134166, -1.962104, 0.220148], [-2.744197, -2.765134, 1.063242], [-3.041837, -2.115617, 0.221838], [-2.524483, 0.198854, -1.843771], [-3.999189, 0.505063, -0.820315], [-4.014899, 0.142901, 1.915495], [-2.544754, 1.164539, 2.111156], [-2.538870, 1.581752, -0.714992], [-2.564505, -0.480592, 2.783648], [-0.335453, -1.500181, -1.962522], [-0.047711, -2.933360, 1.480136], [-0.041874, -1.859624, 1.003638]], "forces_ev_per_angstrom": [[0.1, 0.5, -0.1], [-0.3, 0.2, 0.1], [0.0, -0.2, 0.1], [-0.1, -0.3, 0.0], [0.0, -0.2, 0.0], [-0.2, 4.5, -4.2], [4.2, -0.5, 0.1], [-0.3, 0.2, 0.5], [-0.7, -0.1, 0.1], [-0.4, 0.0, 0.1], [-0.1, 0.0, -0.2], [0.4, 0.0, 0.2], [0.5, 0.1, 0.0], [0.2, 0.1, -0.2], [0.2, 0.2, -0.4], [0.1, 0.5, -0.6], [-0.3, 0.0, 0.1], [0.3, -0.5, -0.2], [0.2, -0.2, 0.0], [-4.1, -0.3, 1.0], [0.5, 0.2, 0.3], [0.0, 0.3, -0.5], [-0.4, 0.1, 0.3], [0.4, -0.1, 0.0], [-0.3, 0.2, -0.3], [0.7, -0.1, -0.1], [-0.4, 0.2, 0.1], [0.0, 0.1, -0.2], [0.2, 0.0, 0.0], [-0.2, -0.1, 0.1], [-0.3, -0.2, -0.1], [-0.2, 0.1, -0.1], [0.1, 0.5, 0.8], [0.1, 4.6, -1.8], [0.0, -10.0, 5.0]]}

(6)
{"formula": "C8H21CrNOP2S", "method": "wB97M-V/def2-TZVPD", "e_homo_ev": [-5.6, -7.1], "total_charge": 0, "orbital_gap_ha": [0.2185, 0.2500], "multiplicity": 5, "e_tot_ev": -70004.997, "lumo_ev": [0.357, -0.277], "max_force_ev_per_a": 5.4, "symbols": ["Cr", "H", "H", "P", "P", "C", "H", "H", "H", "C", "H", "H", "H", "C", "H", "H", "H", "C", "H", "H", "H", "C", "H", "H", "H", "C", "H", "H", "H", "C", "O", "H", "S", "C", "N"], "positions_angstrom": [[-0.298227, -0.515824, 0.355643], [-1.958065, 0.038858, 0.125231], [-1.657425, 0.541206, 0.722961], [-0.643262, -0.461156, -1.983960], [0.397541, 1.020824, 1.824354], [1.333790, 0.176496, 3.135049], [1.670177, 0.912734, 3.875525], [0.693644, -0.569729, 3.618809], [2.200443, -0.333227, 2.696313], [1.579793, 2.299622, 1.283309], [1.095278, 2.973601, 0.568303], [1.941869, 2.883463, 2.142070], [2.432994, 1.820711, 0.790326], [-0.869048, 1.993803, 2.698913], [-1.637191, 1.317526, 3.088482], [-0.425398, 2.563084, 3.525898], [-1.336263, 2.683377, 1.986221], [0.538576, 0.292166, -3.144189], [0.325127, -0.030831, -4.169554], [0.466794, 1.382267, -3.068987], [1.547732, -0.012447, -2.846070], [-0.355617, -2.235813, -2.277766], [-1.028829, -2.857088, -1.675048], [-0.539011, -2.438082, -3.341221], [0.676041, -2.504318, -2.027768], [-2.296957, -0.143077, -2.637406], [-2.514864, 0.927888, -2.570050], [-2.323977, -0.473514, -3.683560], [-3.040860, -0.696324, -2.050426], [-1.203947, -1.931943, 1.239534], [-1.745194, -2.803533, 1.804337], [-0.379039, 0.779739, -0.984506], [3.559885, -3.121123, 0.511648], [2.358636, -2.117167, 0.306124], [1.434855, -1.362168, 0.161464]], "forces_ev_per_angstrom": [[1.5, 0.3, -2.0], [-1.1, 1.1, 0.7], [-1.6, 0.1, -1.3], [0.2, -0.9, 1.1], [0.9, 0.9, 1.0], [0.1, 0.2, 0.4], [0.0, -0.2, 0.0], [0.2, 0.1, -0.1], [-0.2, 0.1, 0.1], [0.1, 0.2, 0.0], [0.1, -0.1, 0.1], [-0.1, -0.1, -0.2], [-0.2, 0.0, 0.1], [0.1, 0.1, 0.2], [0.1, 0.1, 0.0], [-0.2, -0.1, -0.1], [0.1, -0.1, 0.2], [-0.1, 0.0, -0.1], [0.2, 0.0, 0.1], [0.0, -0.2, -0.1], [-0.1, 0.0, -0.1], [-0.2, -0.5, -1.1], [0.1, 0.3, -0.1], [0.1, -0.3, 0.0], [-0.2, 0.2, 0.0], [-0.1, 0.0, -0.2], [0.0, -0.2, -0.1], [-0.1, 0.2, 0.2], [0.2, 0.1, -0.2], [-2.7, -3.8, 2.7], [1.5, 2.1, -1.6], [0.1, 0.7, 0.6], [0.9, -0.7, 0.1], [-2.3, 2.0, -0.4], [2.8, -1.6, -0.1]]}